Run A
The following is a quantum chemistry calculation of a cluster of 2 separate species, C10H13O2 in total, from the OMol25 dataset.

Positions of all 25 atoms, in Å:
C 2.710 0.549 -0.800
C 2.286 1.345 0.358
C 4.241 0.080 -0.635
O 4.552 -1.073 -0.962
O 4.985 1.063 -0.382
H 2.275 -0.460 -0.963
H 2.783 1.049 -1.782
H 2.774 2.303 0.587
H 2.226 0.925 1.408
H 1.250 1.727 0.208
C -1.655 0.715 -1.706
C -2.247 -1.575 1.975
C -1.006 -1.473 1.365
C -3.328 -0.954 1.380
C -0.861 -0.667 0.254
C -3.108 -0.244 0.175
C -1.873 -0.037 -0.425
H -2.372 -2.157 2.864
H -0.264 -2.164 1.896
H -4.357 -1.112 1.706
H 0.129 -0.818 -0.205
H -4.075 0.103 -0.270
H -2.543 1.314 -2.005
H -1.614 0.100 -2.589
H -0.907 1.462 -1.451

The HOMO-LUMO gap comes out at 0.2414 Ha. Its LUMO energy is 2.9 eV. The total charge is -1. For the highest occupied orbital energy, the calculation gives -3.66 eV.

Atom charges from the Löwdin analysis, given in e for atoms 1 to 2:
1 C -0.221
2 C -0.176

Run B
The following is a quantum chemistry calculation of a cluster of 2 separate species, C10H13O2 in total, from the OMol25 dataset.

Positions of all 25 atoms, in Å:
C 0.977 1.534 1.346
C 0.797 2.924 1.956
C 1.817 1.263 -0.095
O 2.629 0.285 -0.066
O 1.581 2.126 -0.940
H 1.471 0.842 2.068
H 0.057 0.983 1.203
H 1.654 3.091 2.657
H -0.095 2.872 2.615
H 0.897 3.850 1.243
C -0.365 0.061 -2.067
C -1.751 -2.346 0.989
C -0.837 -2.794 -0.026
C -2.488 -1.174 0.818
C -0.222 -2.038 -1.029
C -1.942 -0.371 -0.179
C -0.917 -0.796 -1.052
H -2.003 -3.033 1.854
H -0.502 -3.836 0.188
H -3.418 -1.067 1.336
H 0.649 -2.287 -1.624
H -2.360 0.664 -0.316
H -1.007 0.944 -2.282
H -0.042 -0.533 -3.041
H 0.613 0.653 -1.823

The HOMO-LUMO gap comes out at 0.2746 Ha. Its LUMO energy is 3.5 eV. The total charge is -1. For the highest occupied orbital energy, the calculation gives -3.96 eV.

Atom charges from the Löwdin analysis, given in e for atoms 1 to 2:
1 C -0.190
2 C -0.159

Stability verdict: run A, ahead by 18.6 kcal/mol

Run A
The following is a quantum chemistry calculation of the molecule C2H3N2OP, from the OMol25 dataset.

Positions of all 9 atoms, in Å:
C -1.334 -0.241 -0.170
C -0.908 1.156 -0.159
N -0.625 -1.256 -0.257
N 1.222 -0.119 0.121
O 2.326 -0.863 -0.053
P 0.744 1.374 -0.039
H -2.450 -0.541 -0.078
H -1.739 1.786 -0.032
H 2.763 -1.297 0.667

The HOMO-LUMO gap (alpha / beta) comes out at 0.2993 / 0.2880 Ha. Its LUMO energy (alpha / beta) is -0.5 / -0.8 eV. For the highest occupied orbital energy (alpha / beta), the calculation gives -8.64 / -8.68 eV.

Atom charges from the Löwdin analysis, given in e for atoms 1 to 2:
1 C -0.422
2 C -0.427

Run B
The following is a quantum chemistry calculation of a structure of composition C2H3N2OP, from the OMol25 dataset.

Positions of all 9 atoms, in Å:
C -0.029 -0.626 0.756
C 0.430 -0.142 -0.576
N -1.249 -0.754 0.987
N -0.872 0.071 -1.252
O 0.490 1.354 0.152
P -2.095 -0.572 -0.558
H 0.661 -0.724 1.651
H 1.348 -0.491 -1.134
H 1.316 1.883 -0.025

The HOMO-LUMO gap comes out at 0.3227 Ha. Its LUMO energy is -0.8 eV. For the highest occupied orbital energy, the calculation gives -9.55 eV.

Atom charges from the Löwdin analysis, given in e for atoms 1 to 2:
1 C -0.342
2 C -0.268

Run C
The following is a quantum chemistry calculation of the molecule C2H3N2OP, from the OMol25 dataset.

Positions of all 9 atoms, in Å:
C -0.952 -1.201 0.048
N -1.683 -0.033 -0.183
N -1.099 1.138 0.008
C 0.195 1.377 -0.055
P 1.383 -0.041 -0.544
O 0.412 -1.231 0.233
H -1.489 -2.149 -0.069
H 0.867 2.217 0.059
H 2.365 -0.077 0.502

As for the SMILES: C1=NN=CPO1. The HOMO-LUMO gap comes out at 0.3112 Ha. Its LUMO energy is -0.4 eV. For the highest occupied orbital energy, the calculation gives -8.92 eV.

Atom charges from the Löwdin analysis, given in e for atoms 1 to 2:
1 C -0.180
2 N -0.036

Stability verdict: run B, ahead by 11.0 kcal/mol

Run A
The following is a quantum chemistry calculation of the molecule C5H8P2, from the OMol25 dataset.

Positions of all 15 atoms, in Å:
C 2.625 -2.383 0.407
C 2.061 -1.059 0.247
C 1.650 0.068 0.253
P 0.936 1.679 0.285
C -0.851 0.741 0.155
C -2.082 1.518 0.306
P -3.034 1.575 -1.341
H 2.899 -2.860 -0.547
H 1.910 -3.050 0.899
H 3.499 -2.420 1.025
H -0.651 -0.292 0.372
H -2.007 2.495 0.617
H -2.566 1.044 1.146
H -2.242 0.436 -1.824
H -2.147 2.509 -2.001

As for the SMILES: CC#C/P=C/CP. The HOMO-LUMO gap (alpha / beta) comes out at 0.2787 / 0.2610 Ha. Its LUMO energy (alpha / beta) is -0.2 / -0.7 eV. For the highest occupied orbital energy (alpha / beta), the calculation gives -7.75 / -7.81 eV.

Atom charges from the Löwdin analysis, given in e for atoms 1 to 2:
1 C -0.118
2 C -0.178

Run B
The following is a quantum chemistry calculation of the molecule C5H8P2, from the OMol25 dataset.

Positions of all 15 atoms, in Å:
C 1.384 1.628 0.124
C -1.020 0.175 -0.834
C -0.204 -1.162 -1.087
C 0.180 -0.501 1.430
C -0.617 0.485 0.610
P 2.487 0.456 -0.227
P 1.192 -1.339 0.075
H 1.381 2.718 0.153
H -0.887 1.066 -1.469
H -2.059 -0.060 -0.944
H -0.878 -1.989 -0.932
H 0.065 -1.472 -2.146
H 0.856 0.075 2.063
H -0.471 -1.100 2.109
H -1.409 1.021 1.074

The HOMO-LUMO gap (alpha / beta) comes out at 0.2969 / 0.2969 Ha. Its LUMO energy (alpha / beta) is 0.2 / 0.2 eV. For the highest occupied orbital energy (alpha / beta), the calculation gives -7.88 / -7.88 eV.

Atom charges from the Löwdin analysis, given in e for atoms 1 to 2:
1 C -0.399
2 C -0.246

Stability verdict: run B, ahead by 17.1 kcal/mol

Run A
The following is a quantum chemistry calculation of the molecule C5H8P2, from the OMol25 dataset.

Positions of all 15 atoms, in Å:
C -0.806 -1.152 -0.842
C -0.509 -1.200 0.502
C 0.459 -0.475 1.237
P 0.587 1.325 2.523
P 1.239 1.046 0.431
C -0.195 1.230 -0.716
C -0.208 -0.022 -1.623
H -1.539 -1.858 -1.270
H -0.941 -1.999 1.067
H 1.261 -0.811 1.789
H 1.782 0.693 2.787
H 0.039 2.067 -1.245
H -1.216 1.371 -0.095
H -0.775 0.260 -2.551
H 0.822 -0.476 -1.996

As for the SMILES: C1=C[C@@H]2[PH]#P2CC1. The HOMO-LUMO gap comes out at 0.2957 Ha. Its LUMO energy is 0.2 eV. For the highest occupied orbital energy, the calculation gives -7.83 eV.

Atom charges from the Löwdin analysis, given in e for atoms 1 to 2:
1 C -0.111
2 C -0.214

Run B
The following is a quantum chemistry calculation of a structure of composition C5H8P2, from the OMol25 dataset.

Positions of all 15 atoms, in Å:
C 0.519 -0.534 -0.068
C -0.800 0.208 1.105
C 0.418 -0.446 -1.354
C -0.776 0.309 2.566
C 1.456 -0.760 -2.392
P -1.073 0.542 -1.920
P -1.547 1.280 -0.044
H 1.436 -0.935 0.529
H 0.288 0.409 2.959
H -1.157 -0.681 2.975
H -1.300 1.184 2.937
H 1.695 -1.809 -2.305
H 2.385 -0.219 -2.128
H 1.095 -0.361 -3.421
H -2.639 1.814 0.561

The HOMO-LUMO gap (alpha / beta) comes out at 0.2595 / 0.2596 Ha. Its LUMO energy (alpha / beta) is -0.1 / -0.1 eV. For the highest occupied orbital energy (alpha / beta), the calculation gives -7.15 / -7.15 eV.

Atom charges from the Löwdin analysis, given in e for atoms 1 to 2:
1 C -0.140
2 C -0.465

Run C
The following is a quantum chemistry calculation of the molecule C5H8P2, from the OMol25 dataset.

Positions of all 15 atoms, in Å:
P 1.877 -0.269 1.018
P 1.165 -0.123 -1.116
C -0.310 -1.405 -1.114
C -1.050 -1.413 -0.010
C -1.142 -0.253 0.866
C -0.632 0.986 0.554
C 0.014 1.186 -0.805
H 1.863 1.178 1.042
H 3.286 -0.391 0.905
H -0.421 -2.158 -1.958
H -1.913 -2.193 0.156
H -1.523 -0.407 1.831
H -0.727 1.859 1.122
H -0.898 1.179 -1.514
H 0.412 2.222 -0.976

As for the SMILES: [PH2]#P1C=CC=CC1. The HOMO-LUMO gap comes out at 0.3197 Ha. Its LUMO energy is 0.3 eV. For the highest occupied orbital energy, the calculation gives -8.35 eV.

Atom charges from the Löwdin analysis, given in e for atoms 1 to 2:
1 P 0.580
2 P 0.680

Stability verdict: run C, ahead by 13.5 kcal/mol